Record 1
Below is an isolated molecule of C3H9PS3, with properties calculated with ωB97M-V/def2-TZVPD.

Each line ends with the natural charge from an NBO analysis.
CARTESIAN COORDINATES (ANGSTROEM)
S (1.79, 1.61, -1.54)  -0.579
S (-0.56, 2.34, 1.13)  -0.313
H (1.09, -1.68, 1.80)  0.236
H (0.08, -2.73, -0.47)  0.231
P (-0.22, 0.97, -0.39)  0.890
H (0.17, 3.57, 0.88)  0.228
H (0.33, -0.16, 2.51)  0.242
H (-1.24, 1.79, -2.46)  0.184
H (0.91, -1.21, -1.18)  0.246
C (0.00, -1.63, -0.78)  -0.639
H (1.54, 0.04, 1.06)  0.235
S (-1.83, 1.03, -1.59)  -0.244
C (0.63, -0.73, 1.52)  -0.646
H (-0.93, -1.65, -1.47)  0.232
C (-0.33, -0.73, 0.38)  -0.531
H (-1.42, -0.83, 0.59)  0.230

Properties
Charge ... 0
Highest occupied orbital energy ... -0.30423 hartree
SMILES ... CC(C)P(=S)(S)S

***

Record 2
Below is a structure of composition C39H52FeN7O2SbSi3, with properties calculated with ωB97M-V/def2-TZVPD.

Each line ends with the Löwdin spin population.
CARTESIAN COORDINATES (ANGSTROEM)
H (1.51, -3.06, 0.93)  0.000
H (-2.61, 2.48, -2.39)  0.000
Si (3.62, 1.70, 3.67)  -0.007
Si (-3.26, 1.25, -0.29)  0.014
H (-0.08, 4.02, -1.87)  0.002
C (-4.81, 1.48, 0.82)  0.007
C (-3.17, 2.71, -1.44)  0.001
N (0.24, 1.98, -1.78)  0.029
H (-6.65, -7.25, -1.81)  0.002
C (-5.19, -5.69, -2.02)  -0.004
C (0.96, 2.24, -4.48)  0.022
C (0.76, 0.90, -2.45)  0.048
C (3.01, 1.81, 1.86)  -0.036
H (1.33, -1.86, -3.22)  -0.001
C (-5.25, -7.19, -0.15)  -0.006
C (0.97, -0.23, -4.64)  0.010
C (5.82, 3.02, 1.02)  0.000
H (2.72, 2.47, -1.33)  0.001
H (-4.24, -0.98, -0.99)  0.000
C (-0.15, -2.41, -4.88)  -0.002
C (3.26, -1.73, 0.80)  0.009
H (-2.54, -2.28, 3.61)  0.001
C (-3.45, -0.35, -1.33)  -0.001
O (-2.36, -3.51, -0.33)  0.464
H (6.14, 1.65, 3.35)  0.000
C (3.67, -0.41, 0.91)  0.000
N (-1.13, 1.25, 3.17)  0.022
H (1.13, 2.24, -5.54)  0.001
H (5.51, 0.53, 4.70)  -0.001
H (4.68, -0.05, 0.84)  0.000
H (-0.11, -1.31, 0.92)  0.002
H (2.75, 5.42, 0.67)  0.000
C (3.71, 2.81, -0.99)  0.001
H (-3.57, -4.20, -1.99)  0.003
N (-1.75, -5.04, 1.26)  0.024
C (-1.82, 0.67, 2.17)  0.032
C (-2.34, -2.65, -5.38)  0.000
H (-1.60, 4.83, 1.66)  -0.005
H (-3.76, 0.03, -2.30)  0.000
C (-2.49, -0.59, 2.41)  0.005
C (0.28, 3.19, -2.39)  0.025
H (-3.37, -2.24, -5.37)  0.000
C (-2.08, -1.31, 3.51)  0.012
C (2.50, 0.77, 4.93)  0.000
C (-1.73, 1.13, 0.83)  -0.012
H (4.25, 5.41, 1.50)  0.000
N (1.28, 0.29, 0.90)  0.023
N (-1.34, -1.89, -4.94)  -0.001
C (-4.17, -6.47, 0.45)  0.040
H (-0.84, -5.27, -6.54)  0.000
H (3.04, 0.57, 5.87)  0.000
C (0.61, 3.34, -3.74)  -0.003
H (-5.64, -5.30, -2.91)  -0.001
H (2.04, -0.19, 4.61)  0.000
H (3.88, 3.71, -1.60)  0.000
Fe (-0.05, 1.22, -0.08)  3.005
H (2.55, 3.91, 4.45)  -0.003
O (-0.94, -4.24, 1.67)  0.215
H (-3.23, -0.96, 1.71)  0.000
H (-0.08, 5.37, 0.83)  0.001
H (0.61, 4.36, -4.13)  0.000
C (3.33, 4.83, 1.39)  0.000
H (4.45, 2.00, -1.32)  0.000
H (-4.99, 0.67, 1.51)  0.000
C (-3.59, -5.45, -0.25)  -0.004
H (5.34, 0.04, 3.01)  0.000
C (0.94, 0.96, -3.85)  0.001
H (-5.74, 1.51, 0.18)  0.001
H (-4.73, 2.37, 1.51)  0.000
C (-1.16, -0.77, 4.48)  0.012
H (-0.85, -1.35, 5.35)  0.001
H (1.72, 1.45, 5.21)  -0.001
H (6.31, 3.77, 1.66)  0.000
C (5.29, 0.94, 3.68)  -0.003
C (2.64, 0.59, 1.21)  0.018
H (-5.65, -8.03, 0.41)  -0.001
Si (3.89, 3.12, 0.86)  -0.003
N (-2.26, -3.85, -5.96)  -0.001
H (6.30, 2.06, 1.30)  0.000
H (-0.11, 1.05, 5.05)  -0.001
H (-4.15, 3.01, -1.80)  0.000
H (-3.88, -6.71, 1.52)  0.001
Sb (0.23, 2.80, 2.05)  -0.200
N (-2.60, -4.60, 0.24)  0.202
H (4.35, 4.15, 3.95)  0.000
H (-2.56, -1.05, -1.36)  0.000
H (3.90, -2.59, 0.66)  0.001
H (0.91, -0.04, -5.70)  0.000
H (-1.16, 4.17, 0.07)  -0.002
C (0.07, -3.70, -5.47)  -0.001
C (-0.70, 0.52, 4.25)  0.003
C (3.60, 3.47, 4.42)  -0.002
H (3.97, 3.37, 5.45)  0.000
C (-1.03, -4.33, -6.02)  0.000
H (0.77, -0.14, -2.04)  0.008
C (0.79, -1.53, -4.13)  -0.019
C (-5.79, -6.80, -1.36)  0.036
H (-2.69, 3.54, -0.95)  0.000
C (1.88, -2.03, 0.91)  0.002
C (-0.78, 4.55, 1.02)  -0.023
H (1.01, -4.22, -5.61)  0.000
C (-4.13, -5.01, -1.49)  0.027
H (2.73, 4.91, 2.32)  -0.001
C (0.93, -1.01, 0.87)  0.013
H (6.22, 3.25, -0.01)  0.000

Properties
2S+1 ... 5
Charge ... 0
Highest occupied orbital energy (alpha / beta) ... -0.20655 / -0.21100 hartree

***

Record 3
Below is an isolated molecule of C3H10N4, with properties calculated with ωB97M-V/def2-TZVPD.

Each line ends with the natural charge from an NBO analysis.
CARTESIAN COORDINATES (ANGSTROEM)
H (0.99, 1.71, 0.59)  0.229
H (2.31, 0.84, -0.23)  0.208
C (1.29, 1.21, -0.32)  -0.426
N (0.38, 0.08, -0.55)  -0.443
H (-1.70, 0.13, -1.29)  0.127
N (-1.57, 1.48, 0.27)  -0.877
N (0.71, -2.31, 0.14)  -0.874
N (-1.20, -0.90, 0.56)  -0.806
H (-1.86, 1.36, 1.24)  0.390
H (1.38, -2.72, 0.78)  0.368
H (0.80, -0.69, 1.42)  0.114
H (-0.06, -2.94, -0.05)  0.388
C (-1.23, 0.22, -0.29)  0.313
H (-2.23, 2.03, -0.26)  0.370
H (0.58, -0.38, -1.44)  0.404
C (0.20, -1.05, 0.56)  0.303
H (1.22, 1.92, -1.14)  0.210

Properties
Charge ... 0
Highest occupied orbital energy ... -0.25341 hartree

***

Record 4
Below is a cluster of 8 separate species, C55H53ClFN4O21PS in total, with properties calculated with ωB97M-V/def2-TZVPD.

Each line ends with the Löwdin charge.
CARTESIAN COORDINATES (ANGSTROEM)
H (3.38, -1.58, -1.46)  0.070
O (-8.31, 5.48, -0.52)  0.108
C (2.40, 7.28, -4.23)  -0.390
C (-6.45, 2.64, -2.78)  -0.337
C (1.55, 5.09, -4.94)  0.033
P (-1.79, 1.57, -4.76)  0.481
C (7.20, 3.10, 4.67)  -0.386
O (-3.04, 7.72, 1.03)  0.112
O (-0.67, 2.40, -5.25)  -0.299
C (-6.86, 3.63, -0.57)  0.004
H (-4.42, 3.65, -0.14)  0.072
C (3.25, 6.62, -3.21)  0.018
H (0.54, -3.46, -3.94)  0.147
F (-1.84, -4.45, -1.27)  -0.169
C (-2.16, -1.94, 0.03)  -0.257
N (3.04, -0.64, -1.26)  0.058
C (-3.00, 6.51, 1.15)  -0.383
O (2.42, 3.22, -3.77)  0.090
C (-3.86, 5.63, 0.32)  0.036
C (-3.04, -1.55, -4.84)  -0.077
C (1.83, -1.45, 5.30)  0.030
O (-3.73, -3.91, -2.67)  -0.241
C (4.75, -3.43, 7.56)  0.028
H (2.56, -1.10, 6.03)  0.092
H (-1.13, -2.28, 0.15)  0.090
C (0.67, -1.31, -1.59)  -0.061
H (-2.25, 1.43, -6.79)  0.100
O (-2.80, 1.37, -6.00)  -0.124
C (5.22, -2.05, 7.30)  -0.371
H (-1.47, 6.53, 2.72)  0.122
C (-0.72, -2.12, -4.83)  -0.479
C (7.44, 2.61, 3.29)  0.023
C (-6.25, 2.71, -1.31)  0.015
H (2.71, -0.50, 3.62)  0.096
H (0.94, 6.91, -5.82)  0.121
C (2.41, 4.43, -3.91)  -0.364
H (-2.56, -1.56, 2.07)  0.063
H (1.59, 1.15, -0.79)  0.078
H (-3.22, 2.92, -4.10)  0.082
H (0.37, -7.01, 3.68)  0.121
C (-7.76, 4.64, -1.19)  -0.384
H (2.15, 0.46, -3.96)  0.073
C (-0.27, -7.56, -0.17)  0.034
O (7.82, -5.19, 7.45)  0.114
C (-3.81, 4.30, 0.45)  0.022
O (-5.88, 1.78, -3.42)  0.099
O (-4.52, 0.31, -4.02)  -0.171
C (5.40, 1.45, 4.94)  0.018
C (-0.95, -6.61, 0.46)  0.022
C (-1.02, 0.08, -4.07)  -0.134
C (7.53, -2.88, 7.15)  0.027
H (1.08, -1.95, -0.80)  0.098
O (0.66, -2.59, 6.99)  0.102
C (-0.75, -6.35, 1.91)  -0.373
H (3.87, 7.28, -2.60)  0.120
H (-3.26, -2.63, -4.93)  0.127
H (3.87, 4.80, -2.33)  0.119
C (-1.78, -1.28, -4.00)  -0.270
H (1.63, -8.79, 2.49)  0.122
C (0.71, -8.41, 0.54)  -0.385
N (0.23, -2.50, -3.91)  0.113
H (3.13, -0.87, -3.63)  0.081
S (-2.30, -3.78, -2.64)  0.718
C (0.91, -8.16, 1.99)  0.023
C (0.74, -2.30, 5.82)  -0.378
O (-1.36, -5.48, 2.49)  0.093
H (-3.60, -1.76, -1.52)  0.088
C (6.12, 2.44, 5.45)  0.025
C (-5.30, -0.33, -5.05)  -0.054
C (-0.18, -2.48, 3.55)  0.016
H (7.01, -0.84, 6.91)  0.117
H (-0.89, -2.82, 2.81)  0.094
H (-3.60, -0.63, 1.03)  0.070
C (1.91, -1.13, 4.01)  0.032
N (2.24, -0.41, -3.47)  0.100
C (1.83, -0.38, -2.09)  -0.617
H (3.68, -3.55, 7.70)  0.122
C (0.91, -1.62, 3.04)  -0.367
O (4.45, -1.12, 7.25)  0.079
C (6.73, 1.62, 2.78)  0.022
H (-6.72, 3.69, 0.50)  0.126
H (-0.41, -7.76, -1.23)  0.127
O (-0.73, -2.32, -6.01)  0.134
C (5.65, 0.96, 3.56)  -0.377
C (-7.96, 4.57, -2.66)  0.023
C (-2.04, 4.54, 2.25)  0.022
H (8.23, 3.10, 2.74)  0.123
N (1.43, 1.01, -1.78)  0.086
O (7.85, 4.01, 5.14)  0.112
H (-7.48, 3.58, -4.47)  0.123
O (5.00, 0.05, 3.09)  0.094
H (-2.79, -2.82, 0.23)  0.106
C (-2.56, -0.95, 1.16)  -0.137
H (-0.08, 0.00, -4.63)  0.101
C (-2.55, -1.46, -1.41)  -0.551
C (7.05, -4.26, 7.41)  -0.383
H (-5.59, 1.96, -0.88)  0.121
H (-1.38, 4.05, 2.95)  0.121
H (-4.96, -0.06, -6.04)  0.107
C (-2.09, 5.87, 2.12)  0.022
H (-8.62, 5.31, -3.09)  0.122
C (0.24, -7.21, 2.63)  0.020
C (-4.35, -1.08, -4.15)  -0.271
H (-0.69, 0.40, -3.07)  0.056
H (8.59, -2.76, 7.00)  0.124
O (1.32, -9.28, -0.04)  0.112
H (2.80, -0.56, -0.28)  0.058
C (-0.16, -2.22, -2.52)  -0.232
H (5.27, -5.47, 7.80)  0.124
O (0.98, -1.33, 1.86)  0.092
H (5.96, 2.82, 6.46)  0.125
C (5.59, -4.46, 7.61)  0.027
O (-2.85, 2.45, 1.54)  0.095
H (-1.86, -0.12, 1.28)  0.054
Cl (-2.63, 0.35, -1.38)  0.795
H (-4.52, 6.12, -0.38)  0.124
C (-2.90, 3.66, 1.42)  -0.370
H (2.11, 1.63, -2.22)  0.048
H (-1.67, -5.98, -0.03)  0.092
O (-2.54, 2.42, -3.61)  -0.154
O (2.40, 8.49, -4.37)  0.103
H (0.94, 4.44, -5.55)  0.107
C (-0.27, -2.79, 4.84)  0.033
O (-1.73, -4.59, -3.68)  -0.221
H (6.89, 1.24, 1.78)  0.124
H (-0.03, -0.66, -1.05)  0.088
H (-6.34, -0.47, -4.75)  0.111
C (3.26, 5.30, -3.07)  0.020
C (6.68, -1.85, 7.10)  0.022
H (4.61, 0.96, 5.49)  0.108
H (-4.79, -1.74, -3.40)  0.131
H (-1.06, -3.42, 5.23)  0.125
C (1.55, 6.41, -5.08)  0.020
H (-3.05, -1.15, -5.85)  0.116
H (-0.01, -3.22, -2.08)  0.121
C (-1.75, -2.05, -2.62)  -0.291
C (-7.35, 3.64, -3.40)  0.032

Properties
Charge ... 0
Highest occupied orbital energy ... -0.32905 hartree
SMILES ... CC[C@@H](Cl)[C@]1(S(=O)(=O)F)[C@H](CC(N)(N)N)NC(=O)[C@]1(C[C@@H]1CO1)CP(=O)(O)O.O=C1C=CC(=O)C=C1.O=C1C=CC(=O)C=C1.O=C1C=CC(=O)C=C1.O=C1C=CC(=O)C=C1.O=C1C=CC(=O)C=C1.O=C1C=CC(=O)C=C1.O=C1C=CC(=O)C=C1

***

We obtain relative energy (zero: lowest compared OMol25 entry of this formula, charge and spin) values of 60.6; 1.7; 51.9; 28.2 kcal/mol for the records listed above, in that order.